No. 1
The following is a DFT calculation (the ωB97M-V functional and the def2-TZVPD basis) of an isolated molecule of C20H30N4O2 at a distorted geometry.

```
56
Properties=species:S:1:pos:R:3:forces:R:3
O -0.566387 -4.353304 -0.099051 0.015 0.030 -0.012
O -1.279958 2.655150 -0.043181 0.040 -0.053 -0.068
N -1.840752 -2.490638 0.106218 -0.655 0.297 -0.846
N 0.705109 2.417878 -1.109848 0.000 -0.582 -0.999
N -2.215473 -1.425956 0.855407 -0.248 0.591 0.658
N 2.015672 2.747571 -1.177806 0.818 0.421 0.188
C 1.642819 -1.854453 0.914394 -0.099 0.063 0.086
C -2.507455 -2.493542 -1.103087 -0.097 0.152 -0.052
C -2.312270 -3.529366 -2.141812 0.033 -0.137 -0.100
C 1.018338 -0.471736 1.106040 0.265 -0.107 0.154
C 1.527213 2.599295 1.825667 -0.152 -0.040 0.041
C 2.494531 2.177714 -2.254739 -0.464 -0.056 0.156
C -3.315764 -1.391858 -1.094784 0.241 -0.271 0.135
C -0.898548 -3.404720 0.569010 0.248 -0.142 0.527
C 3.915083 2.319477 -2.659430 -0.002 0.047 0.064
C 0.688392 1.554857 2.576350 0.247 -0.098 0.095
C 0.344578 1.616304 -2.175494 0.132 -0.068 -0.127
C -3.096661 -0.754439 0.156083 0.196 -0.509 -0.173
C 1.476052 1.445601 -2.921105 -0.239 0.122 0.272
C -0.353533 -3.093743 1.939557 0.310 -0.036 0.167
C 1.170593 -2.930646 1.894282 0.002 0.014 -0.224
C -3.708978 0.500723 0.653304 0.117 0.104 0.069
C 1.272127 0.142979 2.480863 -0.282 0.096 -0.193
C -0.089531 2.862293 -0.062379 -0.086 0.499 0.580
C -1.019164 1.077446 -2.367690 -0.140 -0.018 0.000
C 0.669838 3.583955 1.016692 0.157 0.059 0.148
H 1.434155 0.183051 0.336775 -0.032 0.090 -0.094
H 1.524487 -2.699137 2.899877 -0.005 -0.065 0.039
H -1.270437 -3.562724 -2.457584 -0.013 -0.066 -0.048
H 1.323344 4.321987 0.551448 -0.075 0.046 0.046
H 0.608623 1.840490 3.626930 -0.102 0.049 -0.004
H -4.695784 0.639123 0.219198 -0.091 0.027 0.033
H -3.980976 -1.069226 -1.869625 -0.133 -0.001 -0.229
H -0.059350 -0.522940 0.944262 -0.022 0.076 -0.041
H -1.309943 0.467735 -1.513492 -0.066 -0.033 -0.016
H -1.743886 1.885933 -2.449621 -0.069 -0.044 -0.007
H 2.729128 -1.768812 1.003489 0.037 -0.025 -0.098
H 1.579603 0.879443 -3.824120 -0.073 -0.155 -0.198
H 4.392312 1.341395 -2.701984 0.080 -0.017 -0.014
H 2.218038 2.110024 1.139059 0.046 0.031 0.067
H 2.345036 0.172429 2.685870 0.086 -0.052 0.082
H -0.592959 -3.942300 2.584816 -0.093 0.013 -0.048
H 1.425992 -2.189745 -0.103567 0.097 -0.037 -0.062
H -0.051314 4.079148 1.667902 -0.057 -0.031 -0.124
H -0.325277 1.530712 2.171880 -0.111 -0.007 0.049
H 3.980148 2.770391 -3.648539 0.073 0.025 -0.043
H 0.802797 -0.479269 3.243882 0.053 -0.087 0.094
H 4.439347 2.945372 -1.943275 0.086 0.028 0.007
H -3.780924 0.474977 1.737283 -0.060 0.037 0.070
H -2.559040 -4.514845 -1.749517 0.028 -0.037 -0.077
H 2.128434 3.172965 2.532633 0.050 -0.009 -0.032
H -1.048428 0.469944 -3.268664 0.018 -0.047 -0.039
H -0.834670 -2.200728 2.330546 0.062 -0.155 0.062
H -2.945217 -3.310595 -2.998225 -0.037 0.026 -0.028
H 1.614729 -3.881637 1.592719 0.028 -0.003 0.103
H -3.083840 1.349998 0.376187 -0.061 0.047 0.002
```
Positions in Å, forces in eV/Å.

Calculated values
Net charge = 0
Gap between HOMO and LUMO = 10.06 eV
Multiplicity = 1
SMILES string = Cc1cc(C)n(C(=O)CCCCCCCCC(=O)n2nc(C)cc2C)n1
Relative energy (zero: lowest compared OMol25 entry of this formula, charge and spin) = 194.8 kJ/mol
HOMO level = -9.3 eV
Lowest unoccupied orbital energy = 0.8 eV

***

No. 2
The following is a DFT calculation (the ωB97M-V functional and the def2-TZVPD basis) of an isolated molecule of C20H30N4O4 at a nearly force-free geometry.

```
58
Properties=species:S:1:pos:R:3:forces:R:3
O -2.844014 -3.069415 2.264124 0.000 0.000 0.000
O 0.395385 5.810307 -1.519934 0.000 0.000 0.000
O 0.521137 -3.346261 -1.772497 0.002 -0.001 -0.003
O 1.975968 0.718915 -4.015269 0.001 0.001 0.001
N 0.402007 -3.108715 3.528346 0.002 0.000 -0.001
N 0.752500 0.853958 -2.119462 0.007 0.001 0.003
N 0.945551 2.435380 -5.918149 -0.003 -0.002 -0.001
N -0.935064 -3.036436 1.092092 0.002 0.000 -0.010
C -1.769220 -2.205271 4.669038 0.002 -0.002 -0.002
C 0.834398 3.286303 -4.829481 0.001 0.001 0.003
C 0.109670 7.179916 -1.708807 0.000 0.000 -0.001
C -1.641276 -2.865433 2.230699 -0.002 0.001 0.005
C 0.510561 5.039477 -2.645071 0.000 0.000 0.001
C 0.961081 -0.523394 -1.718543 -0.002 0.002 0.006
C 0.389312 -2.613646 0.638062 0.003 0.000 0.003
C 0.129993 -4.500053 3.860116 -0.001 -0.001 0.001
C 0.958601 2.819112 -3.507736 0.001 -0.001 0.001
C 0.522366 4.632183 -5.011331 0.000 0.000 0.000
C 1.282708 1.380758 -3.252648 -0.007 -0.002 -0.005
C -0.796081 -0.805129 3.335679 0.000 -0.001 -0.003
C -2.058987 -0.757281 4.223568 0.001 0.002 0.000
C -1.483844 -3.203374 -0.249008 -0.004 -0.002 0.000
C -0.174325 -2.589691 -0.811394 -0.002 0.003 0.001
C 0.360911 5.503331 -3.945366 0.000 0.000 0.000
C 1.398511 -2.557382 4.428046 0.000 0.000 0.001
C 0.806815 3.701138 -2.443771 -0.001 0.001 -0.001
C -0.360316 -1.197187 -1.376738 0.000 -0.003 -0.007
C -0.841523 -2.358045 3.435702 0.000 -0.001 0.002
H 0.128497 6.539042 -4.147338 0.000 0.000 0.000
H 0.648814 -4.240980 -1.440589 0.000 0.000 0.001
H 1.054120 -5.075861 3.802079 0.000 0.000 0.000
H 0.955732 3.367483 -1.424230 0.000 0.000 0.000
H -0.985330 -1.256142 -2.271375 0.000 0.000 0.000
H -0.852305 -0.370748 2.336246 -0.001 0.001 0.001
H -2.970358 -0.703910 3.632310 0.000 0.001 0.000
H -0.285593 -4.620122 4.872039 0.000 0.000 0.000
H -2.611467 -2.889163 4.729215 0.000 0.000 0.000
H -1.190343 -2.235321 5.593144 -0.001 0.001 0.001
H 0.895032 7.676343 -2.286133 0.000 0.000 0.000
H -2.403805 -2.644300 -0.426092 0.001 0.000 0.000
H -0.907638 -0.604818 -0.634620 0.000 0.000 0.000
H 1.052463 -2.469040 5.469240 0.000 0.000 0.000
H 0.067158 -0.390298 3.851776 -0.001 0.000 0.000
H 0.404405 5.008040 -6.021019 0.000 0.001 0.000
H 1.733004 -1.578700 4.089375 0.000 -0.001 0.000
H 1.126605 2.893069 -6.795597 0.001 0.000 -0.001
H -1.638384 -4.248529 -0.530089 0.000 0.000 0.002
H 0.107694 1.418386 -1.593753 0.001 0.001 0.000
H -0.851124 7.322914 -2.211848 0.000 0.000 0.000
H 1.161437 -3.367739 0.803093 0.000 0.000 0.000
H 1.641500 -0.567165 -0.861346 0.000 0.000 0.000
H 1.516873 1.620143 -5.746158 0.001 0.000 -0.001
H 1.447778 -1.032288 -2.546229 0.000 0.000 0.000
H -2.081199 0.009120 4.995635 -0.001 0.000 0.000
H -0.581253 -4.925354 3.150985 0.001 0.000 0.000
H 0.062306 7.620940 -0.716940 0.000 0.000 0.000
H 2.266589 -3.216918 4.425099 0.000 0.000 0.000
H 0.735988 -1.662162 1.042866 0.000 -0.001 0.002
```
Positions in Å, forces in eV/Å.

Calculated values
Net charge = 0
Gap between HOMO and LUMO = 8.07 eV
Multiplicity = 1
SMILES string = COc1ccc(N)c(C(=O)NCCC2(O)CN(C(=O)C3(N(C)C)CCC3)C2)c1
Relative energy (zero: lowest compared OMol25 entry of this formula, charge and spin) = 270.1 kJ/mol
HOMO level = -7.6 eV
Lowest unoccupied orbital energy = 0.5 eV

***

No. 3
The following is a DFT calculation (the ωB97M-V functional and the def2-TZVPD basis) of an isolated molecule of C20H30N4O6S at a distorted geometry.

```
61
Properties=species:S:1:pos:R:3:forces:R:3
S -1.025160 0.802060 -1.349830 -0.227 -0.285 -0.150
O -0.238291 0.154756 4.738307 -0.126 -0.098 -0.025
O 0.405723 0.901839 -1.275166 -0.055 0.040 -0.039
O -1.751468 1.995177 -1.684313 -0.207 0.021 0.160
O -1.702711 -0.336340 -4.732664 0.113 0.111 0.008
O 1.106231 -2.005485 -1.236619 0.048 -0.061 0.023
O 3.688053 0.210102 -2.032624 0.060 0.207 -0.082
N -1.357587 -0.423783 -2.457037 0.178 0.549 0.991
N 3.033337 -0.603388 -0.003066 -0.282 -0.210 0.166
N 1.585970 -0.967529 -3.211109 0.172 0.334 -0.086
N 1.587262 1.286229 2.845361 0.013 0.051 0.068
C 0.352365 1.958610 3.222787 -0.097 -0.126 0.311
C -0.053463 1.547737 4.636476 -0.013 0.394 -0.218
C -1.279408 -1.146229 0.552749 0.036 -0.210 0.021
C -2.588593 -0.893482 2.568591 0.000 0.035 -0.078
C -2.974996 0.373804 2.141487 0.109 -0.052 -0.081
C 0.946208 -0.511500 4.369764 0.257 -0.191 -0.245
C -2.793595 -1.037995 -4.173781 -0.150 -0.245 0.261
C -1.747199 -1.648302 1.755683 -0.034 0.139 -0.109
C -2.775131 -0.636230 -2.697357 -0.692 -0.005 -0.035
C -1.671186 0.119020 0.159014 0.078 0.173 -0.510
C 3.502457 1.519226 1.221145 -0.266 -0.156 -0.116
C 1.387576 -0.150085 2.951223 -0.123 -0.001 0.305
C 1.753543 -1.215755 -1.904920 0.120 -0.414 -0.286
C -3.025141 -1.409051 3.900665 0.045 0.017 0.070
C 3.964271 0.100808 0.842594 0.273 0.291 -0.029
C -0.705910 -0.252231 -3.750948 1.159 0.138 -0.363
C -2.519824 0.883185 0.937958 -0.085 0.180 -0.090
C 2.010459 1.706778 1.512711 0.267 0.067 0.060
C 0.395234 -1.325223 -3.928913 -0.492 0.012 -0.129
C 2.939024 -0.438778 -1.326408 0.119 -0.141 0.301
H -3.695218 -0.728075 -4.700870 0.017 -0.080 0.101
H -3.325188 0.297946 -2.531797 -0.092 -0.173 -0.098
H -2.311567 -1.066333 4.651038 -0.003 -0.016 0.083
H -0.606043 -1.708166 -0.075968 0.057 -0.153 -0.036
H 0.617848 -1.421331 -4.993580 0.014 -0.030 0.083
H 1.412769 1.230130 0.721638 0.010 0.096 0.127
H 3.729334 2.169666 0.375571 0.078 0.039 -0.015
H -0.242218 0.743225 -3.816176 -0.046 -0.163 -0.128
H -3.626626 0.969212 2.763587 -0.085 0.067 0.055
H 0.036514 -2.276602 -3.528975 -0.003 0.039 -0.161
H -0.468250 1.712191 2.525413 0.044 0.057 0.054
H 4.082088 1.855672 2.081341 0.044 0.089 -0.010
H -1.441969 -2.633501 2.076368 0.031 -0.120 0.024
H 2.329084 -0.658894 2.751791 0.012 -0.103 -0.022
H 4.144238 -0.506683 1.731997 0.029 0.017 -0.122
H 0.725816 1.868654 5.343679 -0.075 0.016 -0.033
H 4.902775 0.184569 0.286887 -0.034 -0.085 0.162
H -1.005444 2.005606 4.910748 0.070 0.047 0.006
H -2.649880 -2.120967 -4.282997 -0.078 0.082 -0.016
H 0.623879 -0.500555 2.234069 0.101 0.006 0.044
H 1.817484 2.780973 1.454995 -0.041 -0.044 -0.054
H 0.733757 -1.579777 4.442827 0.083 0.020 0.000
H -4.008274 -1.028733 4.166143 -0.090 -0.017 0.048
H 1.749798 -0.248592 5.074273 -0.038 -0.068 -0.054
H 2.273947 -1.121176 0.419187 0.064 -0.025 -0.133
H -3.043771 -2.495666 3.915386 -0.044 -0.087 0.034
H -3.155632 -1.415522 -2.035753 -0.090 0.033 -0.080
H 2.168963 -0.217632 -3.566638 0.015 -0.135 0.077
H 0.518467 3.037660 3.201553 -0.044 0.002 -0.023
H -2.800490 1.865107 0.590168 -0.105 0.123 0.019
```
Positions in Å, forces in eV/Å.

Calculated values
Net charge = 0
Gap between HOMO and LUMO = 9.21 eV
Multiplicity = 1
SMILES string = Cc1ccc(S(=O)(=O)N2CCO[C@@H]2CNC(=O)C(=O)NCCCN2CCOCC2)cc1
Relative energy (zero: lowest compared OMol25 entry of this formula, charge and spin) = 2.8 kJ/mol
HOMO level = -8.6 eV
Lowest unoccupied orbital energy = 0.6 eV

***

No. 4
The following is a DFT calculation (the ωB97M-V functional and the def2-TZVPD basis) of a cluster of 5 separate species, C20H30N4OP2 in total at a distorted geometry.

```
57
Properties=species:S:1:pos:R:3:forces:R:3
P -3.446347 -3.112770 0.268347 -0.240 -0.796 -0.498
P -1.810092 -1.665296 0.302067 0.186 0.374 -0.850
O -4.504716 -1.677617 2.716217 1.190 0.264 1.819
N 3.815744 4.236643 -2.661112 0.016 0.073 -0.181
N 2.370582 -0.012023 -3.026657 -0.033 0.013 0.020
N 0.862473 2.537304 -0.955372 0.006 0.187 0.015
N -2.250995 -5.818490 4.545916 0.094 0.089 0.040
C 4.570038 3.152008 -2.998760 0.022 0.046 0.013
C -3.081637 -4.799547 4.163648 -0.131 -0.170 -0.088
C -0.396246 -2.276689 1.309499 -0.252 0.412 0.341
C 1.901738 3.070674 -0.239981 -0.134 -0.209 0.044
C -1.310954 -3.935305 5.239727 0.024 -0.144 -0.042
C 1.470013 -0.131966 -4.047629 0.007 0.012 -0.016
C 5.812105 5.005384 -3.236556 -0.008 0.067 0.003
C -0.015675 3.530844 -1.286309 -0.032 -0.098 -0.021
C 1.790982 -0.420094 -1.854409 0.083 -0.049 0.002
C -5.347179 -1.767865 1.897870 -1.058 -0.148 -2.016
C -1.166172 -5.298720 5.201586 -0.025 -0.012 -0.012
C -5.025893 -2.134855 0.453622 0.541 -0.148 0.745
C 5.817362 3.592479 -3.359877 0.019 -0.081 -0.013
C 0.303022 -0.625499 -3.525290 0.013 0.061 -0.046
C -2.346425 0.008211 0.869407 -0.354 -0.387 0.669
C -2.528342 -3.621747 4.576062 0.066 0.209 0.090
C 0.460000 4.710393 -0.772697 -0.049 0.028 -0.054
C 1.677238 4.416560 -0.103396 0.060 0.006 0.038
C 0.504545 -0.811740 -2.130623 -0.017 -0.004 0.263
C 4.562085 5.370278 -2.805712 -0.059 0.006 0.030
H -0.620798 -3.241482 5.690340 -0.003 -0.008 0.005
H 2.707733 2.448850 0.112461 0.007 0.027 0.014
H 0.496703 -1.850308 0.861015 0.136 0.147 -0.104
H 2.341286 -0.398358 -0.927230 0.020 -0.069 -0.020
H -0.903466 3.314164 -1.855994 0.005 0.016 -0.003
H -2.923075 0.441882 0.060839 -0.057 0.058 -0.246
H 3.310940 0.323413 -3.122947 -0.010 -0.067 -0.022
H -5.828824 -2.686539 -0.020199 -0.246 -0.060 -0.038
H -0.412645 -1.989065 2.356853 -0.162 -0.118 0.170
H -4.898298 -1.206782 -0.100685 -0.062 0.174 -0.149
H -1.495047 0.660757 1.035288 0.294 -0.037 -0.036
H 4.156776 2.162918 -2.951300 -0.009 -0.030 0.023
H 6.639481 2.971611 -3.675845 -0.006 0.006 0.003
H 4.142418 6.338022 -2.589520 0.020 0.001 0.001
H -0.013440 5.673981 -0.863843 0.000 -0.008 0.004
H -0.220862 -1.190461 -1.408776 0.290 0.141 -0.453
H -3.996497 -4.997515 3.630908 0.002 -0.005 0.026
H 2.316103 5.111771 0.416055 0.009 -0.010 -0.010
H -2.971135 0.021848 1.760543 0.095 -0.065 0.182
H 0.758932 1.562375 -1.203508 0.048 0.034 -0.063
H -2.953070 -2.643839 4.423919 -0.003 -0.015 -0.036
H 2.858656 4.207015 -2.348301 0.049 0.011 0.103
H -6.407716 -1.552835 2.124390 -0.104 -0.021 0.061
H -2.411689 -6.793812 4.373929 0.010 0.030 0.006
H 6.629617 5.676756 -3.440141 -0.006 -0.004 0.002
H -0.286328 -3.349904 1.228058 -0.201 -0.285 -0.007
H -0.389777 -5.940176 5.582470 0.001 0.017 0.009
H -0.596815 -0.832045 -4.080626 0.005 -0.010 0.011
H 1.735707 0.144009 -5.054034 -0.015 -0.008 0.004
H -3.452135 -3.906789 1.446318 -0.041 0.555 0.269
```
Positions in Å, forces in eV/Å.

Calculated values
Net charge = 0
Gap between HOMO and LUMO = 8.36 eV
Multiplicity = 1
SMILES string = CP(C)#[PH]CC=O.c1cc[nH]c1.c1cc[nH]c1.c1cc[nH]c1.c1cc[nH]c1
HOMO level = -7.6 eV
Lowest unoccupied orbital energy = 0.7 eV